[1]
Below is a 10-piece molecular cluster, C51H119N3O24 overall, with properties calculated with ωB97M-V/def2-TZVPD.

Properties
Multiplicity   2
E_HOMO (spin up / spin down)   -0.3795 / -0.3795 Ha
Relative energy (zero: lowest compared OMol25 entry of this formula, charge and spin)   0.788 eV
Charge   +1

Last column: Mulliken charge in e.
Cartesian coordinates (Å):
C  1.85  3.29  2.61  -0.188
O  0.48  2.87  2.74  -0.052
C  -0.27  3.73  3.60  -0.439
C  -1.60  3.19  4.05  -0.791
O  -1.56  2.00  4.85  -0.476
C  -0.98  0.90  4.18  -0.512
C  -1.42  -0.39  4.83  0.061
O  -2.83  -0.39  4.77  -0.266
C  -3.46  -1.56  5.27  -0.636
H  1.90  4.20  2.02  0.473
H  2.42  2.59  1.99  -0.567
H  2.42  3.34  3.53  0.199
H  -0.45  4.59  2.96  0.398
H  0.25  4.10  4.49  0.365
H  -2.33  3.06  3.25  0.271
H  -1.99  3.95  4.73  0.434
H  0.10  1.04  4.23  0.247
H  -1.27  0.85  3.13  0.390
H  -1.16  -0.53  5.88  0.644
H  -0.95  -1.20  4.26  -0.449
H  -3.46  -1.76  6.34  0.346
H  -3.40  -2.49  4.69  0.051
H  -4.52  -1.32  5.12  0.310
C  4.94  -5.36  -1.37  -0.775
O  4.91  -4.47  -0.24  -0.443
C  4.40  -3.16  -0.50  -0.798
C  4.31  -2.19  0.69  0.883
O  5.66  -1.87  1.04  -0.491
C  5.70  -0.86  2.12  -0.917
C  5.35  0.61  1.77  0.556
O  6.07  1.63  2.39  -0.508
C  5.92  1.75  3.77  -0.623
H  5.33  -6.34  -1.10  0.305
H  5.61  -4.98  -2.14  0.296
H  3.94  -5.62  -1.73  0.299
H  3.34  -3.26  -0.71  0.176
H  4.80  -2.68  -1.39  0.549
H  3.77  -2.59  1.55  0.364
H  3.88  -1.22  0.46  -0.578
H  6.73  -0.91  2.47  0.399
H  5.13  -1.17  2.99  0.380
H  4.26  0.68  1.79  0.174
H  5.61  0.60  0.72  -0.210
H  4.86  1.78  4.00  0.235
H  6.32  2.69  4.14  0.126
H  6.43  0.92  4.26  0.437
C  1.51  -4.24  1.58  -0.947
O  0.12  -4.21  1.84  -0.041
C  -0.25  -4.10  3.24  -0.865
C  -1.79  -4.21  3.35  0.638
O  -2.30  -5.50  2.96  -0.504
C  -2.59  -5.74  1.56  -0.791
C  -3.96  -5.30  1.08  0.740
O  -4.94  -6.28  1.56  -0.543
C  -6.26  -5.73  1.27  -0.388
H  2.00  -5.20  1.76  0.373
H  1.99  -3.50  2.22  0.315
H  1.81  -3.91  0.59  0.257
H  0.12  -3.15  3.62  0.293
H  0.26  -4.84  3.86  0.559
H  -2.19  -3.34  2.83  -0.671
H  -2.11  -4.09  4.39  0.537
H  -2.47  -6.81  1.40  0.464
H  -1.79  -5.37  0.93  0.224
H  -4.01  -5.26  -0.01  0.134
H  -4.11  -4.33  1.55  -0.230
H  -6.40  -4.69  1.56  0.130
H  -6.99  -6.34  1.81  0.355
H  -6.53  -5.87  0.23  0.151
C  1.28  1.23  -0.87  -0.201
O  1.79  0.13  -0.18  0.249
C  1.11  -0.11  1.08  -0.217
C  -0.26  -0.83  0.95  -0.130
O  -1.37  -0.02  0.48  -0.401
C  -2.38  -0.56  -0.38  -1.082
C  -3.00  -1.91  0.06  -0.061
O  -3.66  -1.98  1.31  0.187
C  -4.64  -0.94  1.56  -0.954
H  0.49  0.99  -1.57  0.126
H  2.03  1.68  -1.52  -0.193
H  0.93  2.07  -0.27  0.145
H  1.02  0.86  1.57  -0.538
H  1.72  -0.77  1.69  0.370
H  -0.50  -1.38  1.87  -0.298
H  -0.16  -1.69  0.30  0.797
H  -1.93  -0.75  -1.36  0.501
H  -3.18  0.14  -0.60  0.504
H  -2.26  -2.70  0.09  0.206
H  -3.70  -2.17  -0.74  -0.074
H  -5.44  -1.39  2.14  0.332
H  -5.11  -0.43  0.71  0.389
H  -4.13  -0.17  2.14  0.042
C  3.85  4.46  -0.23  -0.027
O  4.11  5.29  0.89  -0.551
C  5.31  4.81  1.54  0.418
C  5.42  5.44  2.96  -1.116
O  4.53  4.84  3.94  0.220
C  4.90  5.11  5.26  -0.669
C  4.36  6.47  5.69  -0.707
O  2.97  6.50  5.95  -0.442
C  2.18  6.17  4.80  -0.134
H  3.49  3.51  0.17  -0.164
H  4.55  4.33  -1.05  0.497
H  2.97  4.94  -0.66  -0.075
H  6.18  5.05  0.93  0.514
H  5.23  3.74  1.70  -0.428
H  5.09  6.48  2.89  0.321
H  6.47  5.59  3.22  0.521
H  5.98  5.06  5.34  0.559
H  4.51  4.31  5.89  0.285
H  4.71  7.18  4.94  0.339
H  4.80  6.86  6.61  0.399
H  2.15  5.10  4.63  -0.199
H  2.53  6.62  3.87  0.225
H  1.18  6.57  4.98  0.381
C  -11.78  -4.23  3.77  -0.747
O  -11.27  -3.68  2.58  -0.340
C  -9.88  -3.82  2.47  -0.550
C  -9.35  -2.78  1.54  -0.447
O  -8.09  -3.07  1.05  -0.043
C  -7.54  -2.33  0.01  0.386
C  -7.92  -2.82  -1.47  -0.785
O  -7.68  -4.19  -1.73  -0.353
C  -6.34  -4.41  -2.10  -0.648
H  -11.48  -5.27  3.88  0.292
H  -12.86  -4.06  3.85  0.272
H  -11.42  -3.64  4.61  0.315
H  -9.66  -4.80  2.06  0.294
H  -9.38  -3.67  3.43  0.346
H  -9.25  -1.85  2.08  0.250
H  -10.06  -2.89  0.71  0.286
H  -6.47  -2.58  0.04  -0.585
H  -7.50  -1.26  0.22  0.453
H  -7.55  -2.15  -2.24  0.378
H  -9.00  -2.76  -1.46  0.366
H  -5.61  -4.16  -1.33  0.065
H  -6.05  -3.94  -3.04  0.376
H  -6.24  -5.49  -2.21  0.399
C  0.88  5.26  -2.79  -0.986
O  1.79  4.45  -3.53  -0.076
C  2.88  5.27  -4.04  -0.725
C  4.09  4.49  -4.68  -0.820
O  4.82  3.63  -3.77  0.084
C  6.09  3.16  -4.32  -0.611
C  6.81  2.29  -3.35  -0.706
O  6.36  0.96  -3.20  -0.431
C  5.17  0.77  -2.45  0.449
H  -0.06  5.63  -3.20  0.287
H  1.32  5.95  -2.08  0.446
H  0.43  4.55  -2.10  0.224
H  3.31  5.86  -3.23  0.472
H  2.47  5.87  -4.84  0.377
H  4.76  5.17  -5.19  0.403
H  3.79  3.75  -5.43  0.345
H  6.71  4.01  -4.60  0.501
H  5.95  2.57  -5.23  0.334
H  6.99  2.83  -2.41  0.281
H  7.84  2.17  -3.69  0.397
H  4.36  1.45  -2.72  -0.022
H  5.19  0.95  -1.37  -0.111
H  4.82  -0.25  -2.60  0.070
C  -2.13  -3.75  -3.56  0.124
O  -3.03  -4.19  -2.84  -0.558
N  -2.17  -2.54  -4.13  0.285
C  -1.10  -2.14  -5.09  -1.098
C  -3.16  -1.50  -3.90  -0.580
H  -1.45  -4.46  -4.06  0.333
H  -0.41  -2.88  -5.49  0.371
H  -0.47  -1.38  -4.62  0.258
H  -1.54  -1.61  -5.94  0.351
H  -3.62  -1.21  -4.84  0.385
H  -4.00  -1.68  -3.23  0.048
H  -2.64  -0.61  -3.52  0.128
C  4.43  -0.49  -5.64  0.425
O  5.15  -1.37  -6.14  -0.377
N  3.17  -0.73  -5.18  0.397
C  2.23  0.34  -4.73  -0.477
C  2.58  -2.06  -5.15  -0.969
H  4.81  0.54  -5.56  0.185
H  2.69  1.32  -4.86  -0.159
H  1.73  0.15  -3.78  0.226
H  1.34  0.33  -5.35  0.575
H  1.77  -2.08  -5.88  0.400
H  3.24  -2.88  -5.42  0.404
H  2.13  -2.29  -4.18  0.409
C  -1.50  2.14  -4.60  0.560
O  -2.61  1.79  -4.25  -0.690
N  -1.17  3.03  -5.51  0.160
C  0.12  3.33  -6.01  -0.497
C  -2.26  3.48  -6.39  -1.067
H  -0.56  1.69  -4.23  0.023
H  0.40  4.38  -6.13  0.334
H  0.21  2.80  -6.96  0.440
H  0.85  2.99  -5.28  -0.245
H  -2.64  2.70  -7.04  0.348
H  -3.13  3.81  -5.81  0.311
H  -1.96  4.30  -7.04  0.378

[2]
Below is C51H127F2N8O23RbS2 as an isolated structure, with properties calculated with ωB97M-V/def2-TZVPD.

Properties
Multiplicity   1
E_HOMO   -0.2861 Ha
Charge   0

Last column: Mulliken charge in e.
Cartesian coordinates (Å):
Rb  -1.44  3.11  -1.23  -0.374
N  -0.72  -1.57  -0.95  0.475
S  0.40  -0.58  -0.56  -0.955
O  1.61  -1.15  0.00  -0.009
O  0.05  0.74  -0.08  -0.059
F  0.78  -0.17  -2.03  -0.169
S  -1.02  -2.03  0.64  -0.479
O  -1.79  -1.19  1.53  -0.064
O  -0.01  -2.88  1.21  -0.435
F  -2.18  -3.10  0.34  -0.218
C  3.51  -7.63  -0.85  -0.886
O  2.17  -7.52  -0.47  -0.339
C  1.24  -7.64  -1.55  0.106
C  -0.14  -8.10  -1.01  -0.944
N  -0.87  -7.04  -0.38  0.177
C  -2.28  -7.32  -0.08  -1.167
C  -2.75  -6.33  1.01  0.328
O  -1.94  -6.42  2.17  -0.407
C  -2.39  -5.61  3.21  -0.679
H  4.14  -7.40  0.00  0.264
H  3.79  -7.04  -1.74  0.330
H  3.77  -8.66  -1.14  0.367
H  1.67  -8.39  -2.22  0.467
H  1.18  -6.65  -1.99  -0.278
H  0.00  -8.97  -0.36  0.448
H  -0.74  -8.51  -1.85  0.460
H  -0.80  -6.28  -1.05  -0.261
H  -2.40  -8.32  0.34  0.510
H  -2.98  -7.25  -0.92  0.352
H  -3.79  -6.46  1.35  0.421
H  -2.66  -5.33  0.59  -0.314
H  -3.48  -5.73  3.34  0.311
H  -2.22  -4.53  3.11  0.116
H  -1.97  -5.99  4.15  0.415
C  0.14  7.31  4.10  -0.927
O  1.30  6.69  3.58  -0.092
C  2.42  6.84  4.45  -0.813
C  3.64  6.24  3.83  -0.518
N  3.68  4.77  4.00  -0.179
C  4.98  4.27  3.51  -0.655
C  4.94  2.76  3.26  -0.660
O  3.77  2.23  2.61  0.069
C  4.01  0.86  2.36  -0.936
H  -0.63  6.93  3.43  0.233
H  0.14  8.40  4.05  0.339
H  -0.15  7.06  5.12  0.354
H  2.27  6.32  5.41  0.336
H  2.49  7.91  4.67  0.524
H  4.49  6.79  4.22  0.474
H  3.63  6.43  2.75  0.204
H  2.97  4.35  3.43  -0.274
H  5.77  4.47  4.23  0.400
H  5.21  4.74  2.54  0.344
H  5.12  2.21  4.19  0.403
H  5.77  2.52  2.59  0.363
H  4.17  0.37  3.32  0.446
H  4.85  0.64  1.69  0.426
H  3.13  0.47  1.84  -0.024
C  1.98  3.82  0.50  1.208
O  0.94  4.42  -0.25  0.325
C  1.42  5.55  -0.98  0.442
C  0.37  6.27  -1.78  -1.107
N  -0.11  5.43  -2.87  0.075
C  -1.16  6.04  -3.67  -0.887
C  -1.87  5.05  -4.59  -0.716
O  -2.60  4.01  -3.93  0.210
C  -3.05  3.02  -4.86  -0.874
H  2.85  3.71  -0.15  -0.565
H  1.55  2.92  0.92  -0.393
H  2.25  4.37  1.41  0.008
H  2.31  5.31  -1.58  -0.594
H  1.84  6.21  -0.21  0.323
H  0.70  7.26  -2.12  0.465
H  -0.47  6.45  -1.10  0.363
H  0.67  5.11  -3.44  0.147
H  -0.79  6.87  -4.28  0.426
H  -1.97  6.40  -3.03  0.323
H  -1.10  4.51  -5.16  0.371
H  -2.51  5.62  -5.27  0.418
H  -3.74  2.29  -4.46  0.158
H  -2.18  2.45  -5.19  0.312
H  -3.57  3.57  -5.65  0.378
C  0.68  3.02  4.25  -0.642
O  -0.46  2.34  3.77  -0.404
C  -0.92  2.96  2.60  0.746
C  -2.33  2.37  2.37  -0.699
N  -3.05  3.11  1.32  0.173
C  -4.40  2.50  1.26  0.805
C  -5.34  3.17  0.27  -1.229
O  -4.67  3.32  -0.98  0.281
C  -5.36  4.19  -1.86  -0.763
H  1.45  3.05  3.48  0.233
H  1.08  2.48  5.11  0.356
H  0.49  4.02  4.66  0.246
H  -0.34  2.64  1.73  -0.416
H  -1.03  4.05  2.64  0.110
H  -2.85  2.36  3.33  0.484
H  -2.12  1.35  2.05  -0.200
H  -3.12  4.08  1.63  0.237
H  -4.89  2.43  2.23  0.506
H  -4.24  1.52  0.81  -0.976
H  -5.59  4.13  0.74  0.511
H  -6.21  2.53  0.09  0.356
H  -6.26  3.75  -2.30  0.284
H  -4.71  4.51  -2.68  -0.018
H  -5.59  5.11  -1.31  0.387
C  5.94  -3.76  -2.43  -0.785
O  5.21  -4.26  -1.33  -0.332
C  4.21  -3.34  -0.90  -0.064
C  3.22  -4.10  0.03  1.107
N  3.82  -4.35  1.34  -0.024
C  3.93  -3.16  2.18  0.101
C  4.94  -3.27  3.32  -0.751
O  4.56  -4.29  4.21  -0.302
C  5.17  -4.26  5.49  -0.820
H  6.22  -2.71  -2.37  0.218
H  5.37  -3.95  -3.34  0.300
H  6.87  -4.32  -2.54  0.306
H  3.55  -2.91  -1.66  0.162
H  4.67  -2.52  -0.33  0.268
H  2.89  -5.02  -0.46  -0.626
H  2.39  -3.41  0.13  -0.687
H  4.80  -4.58  1.22  0.341
H  2.99  -3.05  2.73  0.050
H  4.18  -2.26  1.60  -0.005
H  4.94  -2.29  3.82  0.395
H  5.93  -3.50  2.90  0.348
H  6.07  -3.63  5.51  0.334
H  5.51  -5.22  5.87  0.263
H  4.48  -3.78  6.19  0.276
C  3.89  -0.21  -2.91  -0.326
O  4.33  1.08  -3.32  -0.407
C  5.56  1.47  -2.75  -0.555
C  5.49  2.94  -2.31  0.275
N  5.62  3.88  -3.43  -0.426
C  5.25  5.24  -3.06  0.178
C  5.37  6.06  -4.36  -0.785
O  4.40  5.68  -5.32  -0.251
C  4.41  6.45  -6.50  -0.800
H  3.24  -0.69  -3.63  0.293
H  3.47  -0.12  -1.90  0.082
H  4.72  -0.92  -2.90  0.305
H  6.34  1.39  -3.51  0.239
H  5.88  0.92  -1.86  0.394
H  6.35  3.09  -1.64  0.385
H  4.58  3.16  -1.74  -0.623
H  4.85  3.70  -4.08  0.325
H  5.98  5.56  -2.31  0.524
H  4.21  5.39  -2.74  -0.554
H  6.40  5.95  -4.69  0.399
H  5.17  7.09  -4.04  0.414
H  5.36  6.92  -6.73  0.330
H  3.71  7.29  -6.44  0.281
H  4.11  5.76  -7.29  0.241
C  -3.94  -2.82  5.84  -1.883
C  -5.03  -2.13  5.02  1.992
C  -4.21  -1.28  4.05  -1.499
C  -4.90  -0.84  2.78  0.726
C  -5.53  -2.09  2.13  -1.310
C  -6.51  -2.85  3.04  1.750
N  -5.84  -3.13  4.32  1.081
O  -6.68  -3.89  5.16  -0.572
C  -7.85  -2.08  3.16  -1.933
C  -6.81  -4.17  2.32  -1.933
C  -5.86  -1.20  5.92  -1.948
H  -4.40  -3.28  6.71  0.502
H  -3.25  -2.11  6.31  0.365
H  -3.25  -3.50  5.33  0.148
H  -3.68  -0.46  4.53  0.753
H  -3.39  -1.89  3.66  -0.126
H  -4.25  -0.38  2.03  -0.843
H  -5.74  -0.15  2.93  0.532
H  -4.64  -2.71  1.95  -0.142
H  -5.98  -1.80  1.18  0.665
H  -8.52  -2.52  3.90  0.404
H  -7.69  -1.13  3.69  0.311
H  -8.40  -1.93  2.24  0.386
H  -7.37  -4.17  1.38  0.364
H  -5.86  -4.67  2.14  0.240
H  -7.39  -4.78  3.02  0.511
H  -5.22  -0.68  6.64  0.427
H  -6.60  -1.75  6.51  0.429
H  -6.36  -0.43  5.33  0.299
H  -6.28  -4.76  5.08  0.343
C  -0.07  -3.53  -4.06  -0.422
C  -0.57  -4.52  -2.97  -0.414
O  -0.17  -4.18  -1.63  0.434
O  -0.67  -2.25  -3.97  0.215
H  -0.30  -3.82  -5.08  0.574
H  1.01  -3.42  -3.91  0.020
H  -0.01  -5.45  -3.10  0.532
H  -1.63  -4.77  -3.13  0.195
H  -0.40  -3.24  -1.53  0.003
H  -0.73  -1.98  -3.06  -0.003
C  0.13  -0.53  -7.00  -0.173
C  -0.82  -1.61  -7.47  -0.410
O  -1.96  -1.59  -6.58  -0.625
O  0.90  -0.90  -5.88  -0.470
H  -0.46  0.39  -6.93  0.035
H  0.78  -0.15  -7.79  0.404
H  -0.39  -2.61  -7.50  0.215
H  -1.22  -1.32  -8.45  0.361
H  -1.66  -1.85  -5.70  0.294
H  0.31  -1.25  -5.19  0.290
C  -3.86  0.10  -1.65  1.209
C  -4.22  -1.04  -2.57  -0.712
O  -3.76  -2.33  -2.17  -0.490
O  -2.47  0.48  -1.81  0.915
H  -4.11  -0.09  -0.60  -1.106
H  -4.49  0.95  -1.91  0.137
H  -3.98  -0.82  -3.62  0.219
H  -5.31  -1.06  -2.56  0.516
H  -2.91  -2.15  -1.78  -0.007
H  -1.93  -0.30  -1.69  -0.319

For the records above, the corresponding E_tot values read -3983.67508 -5207.69781 hartree.